1.
Molecular formula: C22H41BrFeNP3Se
Method: DFT, ωB97M-V with the def2-TZVPD basis set

As for the expectation value of S²: 8.889. The energy is -8179.7701 a.u. For the max |F|, the calculation gives 4.61 eV Å⁻¹. The calculation puts the LUMO energy (spin up / spin down) at -9.2 / -13.7 eV. The value obtained for the orbital gap (spin up / spin down) is 0.23330 / 0.09823 Ha.

Structure (ORCA input):
```
! wB97M-V def2-TZVPD RIJCOSX def2/J DEFGRID3
* xyz 3 6
Fe 0.37084 -1.02555 -0.18649
P 0.12907 -2.99389 -1.41658
P 1.56091 0.08183 -1.88299
P -1.26188 -1.56275 1.39132
H -2.26837 8.28955 0.80430
C -2.45602 8.08089 1.85445
C -1.55363 8.35176 2.79426
H -0.59039 8.79309 2.55213
C -1.17384 -3.06272 -2.72224
C 1.59829 -3.57496 -2.38101
C -0.24715 -4.59379 -0.56235
C 1.80492 1.87432 -1.56897
C 3.28211 -0.35686 -2.42113
C 0.81037 0.13906 -3.57042
C -1.70152 -0.18319 2.52064
C -1.05037 -2.93626 2.62095
C -2.94416 -2.04368 0.80293
H -3.41942 7.63943 2.09649
H -1.74139 8.14301 3.84439
H -1.12936 -3.99723 -3.29293
H -1.06074 -2.21334 -3.40007
H -2.15439 -2.97131 -2.24593
H 1.44234 -4.57947 -2.79035
H 2.47389 -3.58821 -1.72495
H 1.80457 -2.88600 -3.20318
H -0.30106 -5.41618 -1.28450
H -1.20315 -4.52617 -0.03824
H 0.53053 -4.81641 0.17122
H 2.58796 2.28389 -2.21690
H 2.08019 2.01717 -0.52068
H 0.86356 2.39694 -1.75064
H 3.40585 -0.09844 -3.47838
H 3.46618 -1.42702 -2.29580
H 4.02302 0.19452 -1.84093
H 1.50609 0.61941 -4.26678
H -0.12197 0.70588 -3.52858
H 0.60387 -0.87343 -3.92822
H -2.33159 -0.53108 3.34689
H -2.23345 0.57799 1.94501
H -0.78835 0.26891 2.91613
H -1.96665 -3.04994 3.21038
H -0.21953 -2.74507 3.30299
H -0.85652 -3.87473 2.09406
H -3.51579 -2.47965 1.62952
H -2.87001 -2.77957 -0.00191
H -3.45071 -1.15702 0.41769
C -1.95793 1.87346 -0.68117
C -1.06962 2.59968 0.12269
C -1.40051 3.87934 0.57053
C -2.62087 4.46094 0.22669
C -3.51185 3.74174 -0.57567
C -3.18745 2.46433 -1.02479
Se -1.62468 0.10993 -1.37144
H 0.59860 0.36170 0.66909
H -0.12003 2.14470 0.39162
H -0.69463 4.42363 1.19402
H -2.87621 5.45716 0.57681
H -4.46829 4.17826 -0.85379
H -3.88749 1.91317 -1.64762
Br 4.56277 0.32866 3.58802
C 3.75338 -1.01405 2.49611
C 4.26532 -2.30283 2.48410
C 3.66240 -3.25975 1.68336
C 2.55199 -2.91460 0.90914
N 2.02873 -1.65108 0.90985
C 2.64173 -0.70661 1.70507
H 5.12492 -2.56120 3.08909
H 4.05123 -4.26997 1.65950
H 2.14930 -3.68085 0.32627
H 2.29606 0.31051 1.75793
*
```

Löwdin atomic charge list, values in e, 5 entries: atom 1 (Fe): -0.0982, atom 2 (P): 0.7733, atom 3 (P): 0.7611, atom 4 (P): 0.7522, atom 5 (H): 0.1276



2.
Molecular formula: C13H18HfN3O4S
Method: DFT, ωB97M-V with the def2-TZVPD basis set

The energy is -1416.4038 a.u. For the max |F|, the calculation gives 6.41 eV Å⁻¹. The calculation puts the LUMO energy at -12.6 eV. The value obtained for the orbital gap is 0.20261 Ha.

Structure (ORCA input):
```
! wB97M-V def2-TZVPD RIJCOSX def2/J DEFGRID3
* xyz 3 1
Hf 0.29462 0.66447 -0.80848
C -0.58533 3.03598 0.43136
C -0.01668 2.29371 1.65506
N 0.34042 0.85435 1.36279
C 1.68440 0.35928 1.82377
C 2.87897 0.79835 1.00134
S 2.77219 0.77473 -0.92816
C 2.65826 2.64182 -1.40194
C 1.50847 3.52155 -0.90033
N 0.16560 2.81089 -0.85514
H -0.54825 4.10328 0.69393
H -1.63729 2.74869 0.27813
H -0.80755 2.30649 2.43561
H 0.86746 2.86555 2.00081
H -0.40704 0.30641 1.84358
H 1.64682 -0.74975 1.83341
H 1.88086 0.63321 2.86249
H 3.69897 0.10892 1.22371
H 3.20570 1.83200 1.27303
H 2.63904 2.58045 -2.50305
H 3.64831 3.06204 -1.13502
H 1.47837 4.40332 -1.58682
H 1.74378 3.92193 0.12863
H -0.41387 3.21163 -1.58799
O -3.78077 0.06940 -0.79838
C -2.66753 -0.35425 -0.89052
O -1.59946 0.52590 -1.00217
C -2.23766 -1.79266 -0.86904
C -0.93524 -2.16734 -1.13259
C -0.45273 -3.44935 -0.86970
C -1.37954 -4.34591 -0.33482
C -2.70948 -4.01075 -0.01690
C -3.14695 -2.74247 -0.30618
N -0.98127 -5.72003 -0.18296
O -1.87121 -6.65977 -0.13603
O 0.27881 -5.99325 -0.12757
H -0.28640 -1.40170 -1.64397
H 0.57834 -3.75919 -1.03893
H -3.30369 -4.82045 0.41445
H -4.20146 -2.46750 -0.20540
*
```

Löwdin atomic charge list, values in e, 5 entries: atom 1 (Hf): 1.7570, atom 2 (C): -0.1536, atom 3 (C): -0.1117, atom 4 (N): -0.1605, atom 5 (C): -0.2078



3.
Molecular formula: C16H34FN4O9
Method: DFT, ωB97M-V with the def2-TZVPD basis set

The energy is -1625.8075 a.u. For the max |F|, the calculation gives 1.38 eV Å⁻¹. The calculation puts the LUMO energy at -3.2 eV. The relative energy (zero: lowest compared OMol25 entry of this formula, charge and spin) comes out at 0.0 kJ/mol. The value obtained for the orbital gap is 0.33369 Ha.

Structure (ORCA input):
```
! wB97M-V def2-TZVPD RIJCOSX def2/J DEFGRID3
* xyz 1 1
C -0.37165 1.46072 1.41547
C -1.57863 2.37824 1.28094
N -2.03515 2.60111 -0.11837
C -2.49628 1.38912 -0.81748
C -3.88503 0.93739 -0.38467
C -4.82564 1.93682 0.23179
N -4.14248 -0.27390 -0.64471
C -1.22130 3.41544 -0.85389
N -0.29868 2.99074 -1.73984
N -1.32154 4.70887 -0.63274
C -2.20214 5.47253 0.22694
F -0.41226 5.48626 -1.28590
H -0.63274 0.41822 1.21722
H 0.44745 1.74377 0.74631
H -0.00914 1.50311 2.44540
H -1.36040 3.35725 1.71716
H -2.42667 1.97500 1.83942
H -2.56910 1.60585 -1.88865
H -1.79975 0.55467 -0.69590
H -4.80709 2.88292 -0.31855
H -5.84252 1.53970 0.21766
H -4.55783 2.14004 1.27225
H -5.10616 -0.48911 -0.38395
H -0.30301 3.45650 -2.64192
H -0.33328 1.98697 -1.87519
H -2.96312 4.79474 0.60839
H -2.66189 6.26696 -0.36216
H -1.62686 5.90197 1.04976
C 2.82962 1.78873 -0.91009
O 3.60960 0.78896 -0.26812
C 4.02434 -0.18115 -1.10182
O 3.74356 -0.23931 -2.27056
O 4.76557 -1.03052 -0.41715
C 5.29316 -2.12665 -1.18626
H 2.54262 2.49341 -0.13306
H 3.40287 2.30238 -1.68017
H 1.94386 1.34161 -1.36207
H 5.93325 -1.75852 -1.98390
H 4.48297 -2.71877 -1.60586
H 5.87834 -2.72297 -0.49536
C -9.93672 0.30119 3.41467
O -8.80114 0.12214 2.55411
C -8.00234 -0.87960 2.90919
O -8.14216 -1.60173 3.85698
O -7.00021 -0.94791 2.02376
C -6.05684 -1.99286 2.28503
H -10.48568 1.14112 3.00195
H -10.55722 -0.59195 3.41448
H -9.61369 0.52113 4.42978
H -6.53009 -2.97160 2.25558
H -5.57628 -1.84906 3.25086
H -5.31989 -1.91873 1.48975
C 9.86933 -3.80007 -3.63708
O 10.03293 -4.89262 -2.72711
C 9.12640 -4.94715 -1.75754
O 8.21543 -4.17299 -1.59988
O 9.39408 -5.99911 -0.99087
C 8.49345 -6.18444 0.10524
H 10.67596 -3.89708 -4.35630
H 8.90664 -3.86324 -4.14059
H 9.94614 -2.85044 -3.11123
H 7.47837 -6.33800 -0.25606
H 8.51949 -5.32389 0.77097
H 8.84450 -7.07040 0.62412
*
```

Löwdin atomic charge list, values in e, 5 entries: atom 1 (C): -0.0443, atom 2 (C): -0.1717, atom 3 (N): -0.0598, atom 4 (C): -0.1101, atom 5 (C): -0.3984



4.
Molecular formula: C12H17N
Method: DFT, ωB97M-V with the def2-TZVPD basis set

As for the expectation value of S²: 0.768. The energy is -522.1527 a.u. For the max |F|, the calculation gives 1.73 eV Å⁻¹. The calculation puts the LUMO energy (spin up / spin down) at 3.8 / 3.7 eV. The relative energy (zero: lowest compared OMol25 entry of this formula, charge and spin) comes out at 51.7 kJ/mol. The value obtained for the orbital gap (spin up / spin down) is 0.12493 / 0.23978 Ha.

Structure (ORCA input):
```
! wB97M-V def2-TZVPD RIJCOSX def2/J DEFGRID3
* xyz -1 2
C 2.39127 -1.82583 2.44614
C 1.57893 -1.18612 1.31576
H 2.32983 -1.19637 3.33587
H 2.08900 -2.84376 2.71824
H 3.44038 -2.00050 2.18004
H 0.60256 -0.92310 1.71892
H 1.49623 -1.80897 0.43239
H 1.98936 -0.20465 1.06732
C 0.24724 2.68901 -0.51988
C -1.12400 3.32590 -0.59909
C 0.18056 1.24792 -0.97889
C 0.78251 0.81226 -2.15763
C -0.58210 0.16239 -0.47039
C -0.46392 -0.92255 -1.34634
C -1.45262 0.14328 0.68456
C -0.94419 -2.20458 -1.02772
C -2.11516 -1.09257 0.85532
C -1.89857 -2.19309 0.04394
N 0.35660 -0.49488 -2.38116
H 0.96123 3.15594 -1.21191
H 0.79987 2.79450 0.42135
H -1.37086 3.94861 0.27563
H 1.31501 1.32003 -2.94600
H 0.19501 -0.92814 -3.27255
H -1.70104 1.08606 1.14829
H -0.55781 -3.13442 -1.42299
H -2.88945 -1.22011 1.61145
H -2.42106 -3.13936 0.16611
H -1.95211 2.61795 -0.65340
H -1.28269 4.01514 -1.43339
*
```

Löwdin atomic charge list, values in e, 5 entries: atom 1 (C): -0.1854, atom 2 (C): -0.1648, atom 3 (H): 0.0518, atom 4 (H): 0.0518, atom 5 (H): 0.0461